Entry 1:
15
Properties=species:S:1:pos:R:3:forces:R:3:mulliken_charge:R:1 method="wB97M-V/def2-TZVPD" e_lumo_ev="0.067 / 0.068" spin_multiplicity=1 energy_ev=-28454.3052 homo_lumo_gap_ev="7.599 / 7.598" relative_energy_ev=4.5616 charge=0
C -0.4836 0.7727 -0.4478 0.166 2.647 1.915 -0.222
C 0.2534 0.5559 0.6152 0.369 2.041 0.188 0.894
C -0.8733 3.1712 -0.2284 0.295 -2.817 -0.139 0.020
C -0.9222 0.0823 -1.6228 -2.140 0.078 0.287 -1.103
C 0.9935 -0.7363 1.0296 -3.306 2.003 0.801 -1.179
N 0.5379 1.7224 1.4411 -1.017 -2.084 -1.465 -0.294
S -1.7668 3.9484 -1.3363 0.994 -0.486 1.444 -0.219
S -0.1296 3.2251 1.3323 -1.203 0.644 -1.932 0.044
H -0.2255 0.3507 -2.3593 0.865 -0.185 -1.589 0.264
H -1.9156 0.5252 -1.9263 0.770 -0.742 0.085 0.282
H -1.0014 -1.0147 -1.4496 0.002 0.626 -0.327 0.364
H 1.5947 -0.9758 0.2459 2.142 -0.810 -1.995 0.327
H 0.1431 -1.4324 0.9988 0.734 -0.437 0.926 0.298
H 1.5367 -0.5572 1.9540 -0.231 -0.651 0.102 0.335
H 1.2000 1.5661 2.1235 1.561 0.172 1.698 0.189


Entry 2:
16
Properties=species:S:1:pos:R:3:forces:R:3:mulliken_charge:R:1 method="wB97M-V/def2-TZVPD" smiles="C=C(CC)C1=P([O-])([O-])O1" e_lumo_ev=6.274 spin_multiplicity=1 energy_ev=-20726.7579 homo_lumo_gap_ev=4.337 relative_energy_ev=2.5226 charge=-2
C -1.0561 1.5392 0.0896 -1.570 1.169 1.880 -0.923
C -0.6929 0.4131 0.8274 2.314 1.741 0.233 0.457
C -0.0157 -0.8589 0.3715 -1.158 -1.089 -1.618 -0.133
C -0.3099 -1.4662 -1.0170 -0.558 -1.146 0.292 -1.295
C -0.2807 0.5887 2.1537 -1.264 -0.203 2.002 -0.732
P -1.4032 0.4794 3.5108 1.859 -2.489 -0.766 0.809
O -2.7578 -0.0970 3.2646 -0.968 0.265 -0.211 -0.753
O -1.1532 1.1112 4.8339 0.257 0.709 0.534 -0.790
O -0.2357 -0.7304 3.0649 -0.815 1.704 0.245 -0.525
H -1.3756 1.4071 -0.8938 -0.518 -0.135 -1.787 0.254
H -1.5969 2.4691 0.6512 1.477 -2.321 -1.183 0.148
H -0.3605 -1.5895 1.1371 0.884 0.251 -0.422 0.256
H 1.0578 -0.7403 0.3273 0.327 0.234 0.897 0.242
H -1.2621 -2.0211 -0.9764 0.032 0.376 -0.343 0.279
H -0.2857 -0.8183 -1.8715 -0.354 0.919 -0.285 0.354
H 0.4301 -2.2307 -1.3173 0.054 0.016 0.532 0.355